# 1
The following is a quantum chemistry calculation of a cluster of 2 separate species, C4H8BrI in total, from OMol25.

Calculated values
HOMO level (alpha / beta), Ha: -0.325 / -0.319
Lowest unoccupied orbital energy (alpha / beta), eV: -0.67 / 0.02

Each line ends with the Löwdin charge.
Geometry (Å):
C: 1.530 -0.029 -0.212  -0.2198
C: -1.976 0.911 -0.707  0.0609
C: 0.844 -0.880 0.811  -0.9257
C: -0.526 -1.206 0.358  -0.7152
Br: 0.732 0.157 2.446  0.6723
I: -0.827 -2.409 -1.335  0.8013
H: 1.035 0.882 -0.422  0.0473
H: 1.716 -0.726 -0.982  0.0293
H: 2.585 0.456 0.044  0.1227
H: -1.521 1.624 -0.059  -0.0214
H: -1.638 0.598 -1.648  -0.0565
H: -3.143 0.924 -0.625  0.0445
H: 1.544 -1.720 1.167  0.1137
H: -1.108 -1.618 1.271  0.0469

---

# 2
The following is a quantum chemistry calculation of the molecule C4H8BrNO, from OMol25.

Calculated values
HOMO level, Ha: -0.341
Lowest unoccupied orbital energy, eV: 0.70
SMILES: CC(C)=N[C@H](O)Br

Each line ends with the Löwdin charge.
Geometry (Å):
C: -0.516 0.382 -0.205  -0.4658
C: -1.566 1.216 -0.713  -0.0579
C: -0.621 -0.185 1.227  -0.0182
C: 1.739 -0.747 -0.698  -0.6168
N: 0.407 0.205 -1.039  0.0933
O: 1.567 -1.932 -0.166  -0.0194
Br: 2.877 0.424 0.605  0.5459
H: -1.219 1.689 -1.742  0.1380
H: -1.650 2.079 -0.116  0.0731
H: -2.395 0.686 -0.839  0.0359
H: -1.368 0.232 1.896  0.0820
H: 0.330 -0.294 1.609  -0.0093
H: -1.070 -1.206 1.075  0.1080
H: 2.118 -0.748 -1.643  0.0543
H: 1.367 -1.801 0.748  0.0568

---

# 3
The following is a quantum chemistry calculation of a cluster of 2 separate species, C4H8Cl2 in total, from OMol25.

Calculated values
HOMO level (alpha / beta), Ha: -0.303 / -0.303
Lowest unoccupied orbital energy (alpha / beta), eV: 0.44 / 0.44

Each line ends with the Löwdin charge.
Geometry (Å):
C: 0.880 0.954 0.946  -0.1626
C: 0.877 -0.630 -1.077  -0.1815
C: -1.812 -0.450 0.495  -0.5310
C: 0.234 0.422 -0.249  -0.8033
Cl: -2.231 -1.766 -0.561  0.5103
Cl: -0.516 1.626 -1.319  0.5994
H: 1.258 0.051 1.583  0.1269
H: 0.290 1.715 1.451  0.0795
H: 1.867 1.319 0.681  0.0730
H: 2.055 -0.576 -0.894  0.1249
H: 0.622 -0.475 -2.177  0.0763
H: 0.573 -1.661 -0.832  0.0522
H: -1.472 -0.814 1.472  0.0182
H: -2.626 0.284 0.480  0.0177

---

# 4
The following is a quantum chemistry calculation of the ion C4H8Cl2NO2S with charge +1, from OMol25.

Calculated values
HOMO level, Ha: -0.556
Lowest unoccupied orbital energy, eV: -4.45
SMILES: C[N@+]1(S(=O)(=O)Cl)C[C@@H]1CCl
Total charge: +1

Each line ends with the Löwdin charge.
Geometry (Å):
C: -0.171 1.196 0.930  -0.0630
C: 0.556 -0.196 1.051  -0.2498
C: 0.202 0.180 -1.776  0.1847
C: 2.022 -0.395 0.666  -0.3753
N: -0.375 0.169 -0.044  -0.2825
O: -2.263 -0.907 1.324  -0.2298
O: -2.271 -1.301 -1.140  -0.3055
S: -2.035 -0.467 0.026  0.3881
Cl: 2.074 -2.156 -0.084  0.5470
Cl: -3.092 1.194 -0.435  0.5251
H: -0.947 1.353 1.678  0.1168
H: 0.550 2.135 0.775  0.1958
H: 0.115 -1.047 1.612  0.1491
H: 0.553 1.153 -1.876  0.0604
H: 0.729 -0.803 -1.677  0.0452
H: -0.841 0.028 -2.348  0.1233
H: 2.680 -0.289 1.492  0.0783
H: 2.515 0.154 -0.172  0.0921

---

# 5
The following is a quantum chemistry calculation of a cluster of 2 separate species, C4H8Cl4 in total, from OMol25.

Calculated values
HOMO level, Ha: -0.398
Lowest unoccupied orbital energy, eV: 0.36
SMILES: ClCCCl.ClCCCl

Each line ends with the Löwdin charge.
Geometry (Å):
Cl: -1.548 -3.471 2.866  0.4842
C: -1.421 -2.637 1.250  -0.6201
C: -2.572 -1.633 1.041  -0.5547
Cl: -4.199 -2.536 0.676  0.4364
H: -1.461 -3.435 0.509  0.0609
H: -0.452 -2.140 1.288  0.0643
H: -2.304 -1.104 0.127  0.0609
H: -2.743 -0.874 1.804  0.0685
Cl: 3.808 1.287 -0.396  0.5610
C: 2.534 2.501 -0.570  -0.6470
C: 1.688 2.117 -1.791  -0.6918
Cl: 0.028 2.778 -1.847  0.5293
H: 3.057 3.456 -0.618  0.0691
H: 1.861 2.463 0.287  0.0653
H: 1.634 1.029 -1.825  0.0451
H: 2.092 2.199 -2.800  0.0685

---

# 6
The following is a quantum chemistry calculation of a cluster of 2 separate species, C4H8Cl4 in total, from OMol25.

Calculated values
HOMO level, Ha: -0.395
Lowest unoccupied orbital energy, eV: 0.74
SMILES: ClCCCl.ClCCCl

Each line ends with the Löwdin charge.
Geometry (Å):
Cl: 5.795 3.747 8.714  0.5568
C: 4.766 4.543 9.917  -0.6457
C: 3.674 5.408 9.275  -0.6957
Cl: 4.283 6.840 8.509  0.5849
H: 5.478 5.065 10.574  0.0726
H: 4.282 3.775 10.501  0.0651
H: 3.055 5.807 10.074  0.0619
H: 2.993 4.889 8.591  0.0481
Cl: 5.821 5.569 3.597  0.5283
C: 4.570 4.327 3.995  -0.6176
C: 4.144 4.666 5.435  -0.6925
Cl: 2.828 3.571 5.919  0.5495
H: 4.992 3.356 3.927  0.0534
H: 3.800 4.405 3.204  0.0765
H: 3.790 5.665 5.598  0.0432
H: 4.980 4.530 6.088  0.0111

---

# 7
The following is a quantum chemistry calculation of a structure of composition C4H8Cl4F6Mg2N3O12S6, from OMol25.

Calculated values
HOMO level (alpha / beta), Ha: -0.238 / -0.384
Lowest unoccupied orbital energy (alpha / beta), eV: -2.78 / -2.46
Spin multiplicity: 2

Each line ends with the Löwdin charge.
Geometry (Å):
Mg: 1.973 1.815 -1.515  0.7692
Mg: -1.666 0.267 -2.842  0.7770
N: -1.604 2.023 -3.392  -0.3586
S: -0.866 3.394 -2.633  0.7387
O: -1.177 4.792 -3.019  -0.1988
O: 0.470 3.018 -2.073  -0.3926
F: -1.852 3.239 -1.360  -0.1725
S: -1.606 2.691 -4.678  0.4488
O: -0.309 2.831 -5.399  -0.2428
O: -2.702 3.614 -4.903  -0.2184
F: -2.158 1.297 -5.289  -0.2054
N: 1.199 0.547 -0.488  -0.3676
S: -0.410 0.540 0.203  0.6964
O: -0.760 -0.029 1.520  -0.2023
O: -1.302 0.314 -0.929  -0.3131
F: -0.320 2.075 0.525  -0.1360
S: 1.491 -0.810 0.129  0.4596
O: 0.640 -1.908 -0.344  -0.2550
O: 1.930 -0.909 1.516  -0.2920
F: 2.871 -0.904 -0.699  -0.1810
N: -0.432 -0.935 -3.406  -0.3223
S: 1.093 -0.372 -4.128  0.7549
O: 2.102 -1.306 -4.640  -0.2008
O: 1.559 0.819 -3.330  -0.3780
F: 0.473 0.144 -5.524  -0.1419
S: -0.043 -2.494 -3.486  0.4868
O: 1.040 -2.964 -2.712  -0.2182
O: -0.237 -3.099 -4.758  -0.2190
F: -1.371 -2.959 -2.686  -0.1764
Cl: -0.891 3.114 5.324  0.5366
C: -1.875 1.834 4.579  -0.6288
C: -3.392 2.019 5.106  -0.6341
Cl: -3.525 1.744 6.868  0.5137
H: -1.481 0.861 4.873  0.0605
H: -1.770 1.848 3.494  0.0439
H: -4.188 1.385 4.716  0.0530
H: -3.690 3.037 4.853  0.0547
Cl: 4.103 -2.515 2.705  0.5697
C: 2.892 -3.018 3.913  -0.6511
C: 2.577 -4.517 3.774  -0.6371
Cl: 4.096 -5.495 3.969  0.4975
H: 1.900 -2.583 3.798  0.0735
H: 3.286 -2.953 4.928  0.0680
H: 2.055 -4.773 2.852  0.0716
H: 1.879 -4.720 4.587  0.0698

---

# 8
The following is a quantum chemistry calculation of a structure of composition C4H8Cl4F8Mg2N4O16S8, from OMol25.

Calculated values
HOMO level, Ha: -0.391
Lowest unoccupied orbital energy, eV: -2.99

Each line ends with the Löwdin charge.
Geometry (Å):
Mg: -18.695 11.086 0.192  0.4732
Mg: -19.707 7.124 -1.211  0.8443
N: -21.216 7.528 -0.302  -0.3226
S: -21.599 9.053 0.478  0.6829
O: -22.935 9.643 0.468  -0.1503
O: -20.443 9.954 0.298  -0.3596
F: -21.228 8.509 1.902  -0.1464
S: -22.704 7.074 -0.169  0.4732
O: -23.664 7.398 -1.184  -0.2130
O: -23.243 6.694 1.113  -0.2054
F: -22.328 5.638 -0.769  -0.1971
N: -17.377 9.956 0.786  -0.2604
S: -17.422 8.246 1.122  0.7357
O: -16.381 7.400 1.641  -0.1562
O: -18.392 7.669 0.177  -0.3372
F: -18.409 8.360 2.430  -0.1697
S: -15.881 9.995 1.201  0.4662
O: -14.969 9.622 0.120  -0.2364
O: -15.461 10.004 2.561  -0.1878
F: -15.829 11.593 0.953  -0.2190
N: -19.243 12.816 0.130  -0.3126
S: -20.295 13.928 -0.701  0.5974
O: -19.721 15.004 -1.488  -0.2155
O: -21.637 14.094 -0.228  -0.2118
F: -20.500 12.915 -1.922  -0.1916
S: -18.930 13.968 1.149  0.4750
O: -19.813 14.473 2.240  -0.2437
O: -17.898 14.779 0.596  -0.2210
F: -18.070 12.902 1.991  -0.2421
N: -18.810 8.037 -2.496  -0.3315
S: -19.214 9.690 -2.748  0.6836
O: -19.404 10.289 -4.074  -0.1507
O: -18.893 10.584 -1.665  -0.3209
F: -20.737 9.327 -2.510  -0.1528
S: -17.635 8.085 -3.392  0.4382
O: -16.687 9.175 -3.335  -0.2282
O: -17.906 7.494 -4.664  -0.2094
F: -16.808 6.860 -2.717  -0.1774
Cl: -16.299 12.174 -2.292  0.6352
C: -14.523 12.061 -2.471  -0.6005
C: -13.932 13.525 -2.264  -0.5972
Cl: -14.205 13.998 -0.532  0.5371
H: -14.185 11.632 -3.415  0.0758
H: -14.027 11.392 -1.767  0.0590
H: -14.348 14.248 -2.965  0.0659
H: -12.858 13.467 -2.444  0.0629
Cl: -20.523 11.261 3.144  0.6784
C: -20.375 10.341 4.663  -0.6811
C: -19.060 10.177 5.209  -0.6666
Cl: -18.444 11.813 5.404  0.6149
H: -20.785 9.333 4.593  0.0864
H: -20.984 10.918 5.358  0.0748
H: -18.431 9.676 4.474  0.0575
H: -19.105 9.632 6.151  0.0983

---

# 9
The following is a quantum chemistry calculation of the ion C4H8ClFN3 with charge +1, from OMol25.

Calculated values
HOMO level, Ha: -0.517
Lowest unoccupied orbital energy, eV: -6.55
Total charge: +1

Each line ends with the Löwdin charge.
Geometry (Å):
C: 0.343 -0.312 0.790  -0.3442
C: -0.243 -0.579 -0.776  -0.2149
C: -1.580 -0.080 -0.892  0.0732
C: -1.932 1.231 -0.494  -0.0135
N: -0.303 -0.129 1.823  0.2038
N: 1.663 -0.543 0.790  -0.0575
N: 2.493 -0.643 -0.314  -0.3006
F: -0.194 -1.944 -0.836  0.0558
Cl: 3.204 1.037 -0.804  0.4692
H: 0.627 -0.074 -1.193  0.1351
H: -2.327 -0.844 -1.250  0.1841
H: -1.824 0.990 0.605  0.1194
H: -2.954 1.573 -0.722  0.1174
H: -1.082 2.116 -0.534  0.2034
H: -1.254 -0.245 2.072  0.0843
H: 2.009 -0.436 1.782  0.1990
H: 3.353 -1.119 -0.046  0.0862

---

# 10
The following is a quantum chemistry calculation of a cluster of 2 separate species, C4H8ClN in total, from OMol25.

Calculated values
HOMO level (alpha / beta), Ha: -0.316 / -0.366
Lowest unoccupied orbital energy (alpha / beta), eV: -0.44 / -0.21

Each line ends with the Löwdin charge.
Geometry (Å):
C: 0.019 1.645 -0.158  -0.0827
C: 0.816 0.397 -0.669  -0.3084
C: -0.535 0.631 -1.125  -0.6511
C: 1.145 -0.920 0.063  -0.0444
N: -2.140 -0.783 0.485  0.0663
Cl: -1.186 0.907 -2.711  0.6090
H: -0.587 1.575 0.669  0.0590
H: 0.318 2.586 -0.519  0.0843
H: 1.584 0.825 -1.278  0.1219
H: 1.104 -1.721 -0.579  0.0476
H: 0.357 -1.159 0.777  0.0579
H: 2.004 -0.823 0.643  0.0511
H: -3.058 -0.264 0.279  0.0112
H: -2.286 -1.642 -0.068  -0.0216

---

# 11
The following is a quantum chemistry calculation of a structure of composition C4H8ClN2P, from OMol25.

Calculated values
HOMO level, Ha: -0.297
Lowest unoccupied orbital energy, eV: 0.84

Each line ends with the Löwdin charge.
Geometry (Å):
C: -0.227 -0.706 0.127  -0.4761
C: 0.842 -1.468 -0.679  -0.3342
C: -1.439 -1.521 0.437  -0.0842
C: 1.056 2.798 -0.218  0.0700
N: -0.061 0.483 0.546  -0.0206
N: 1.146 0.944 0.240  -0.3881
P: 2.147 -0.110 -0.724  0.5018
Cl: 3.383 -0.775 0.730  0.1653
H: 0.998 -2.542 -0.351  0.1031
H: 0.303 -1.416 -1.653  0.0800
H: -2.132 -1.677 -0.502  0.1052
H: -2.197 -1.054 1.133  0.0841
H: -1.205 -2.573 0.750  0.0782
H: 0.042 2.996 -0.242  0.0033
H: 1.598 3.308 0.576  0.0288
H: 1.807 2.854 -1.152  0.0834

---

# 12
The following is a quantum chemistry calculation of a cluster of 2 separate species, C4H8ClNO2 in total, from OMol25.

Calculated values
HOMO level, Ha: -0.311
Lowest unoccupied orbital energy, eV: 0.60
SMILES: NC(Cl)=C(O)O.C=C

Each line ends with the Löwdin charge.
Geometry (Å):
C: 0.946 1.156 -1.270  -0.5416
C: -0.144 -0.899 1.306  -0.0598
C: 0.986 -0.810 0.583  -0.0600
C: -0.260 0.645 -1.225  -0.6846
N: -1.205 1.190 -0.260  0.0338
O: 1.404 1.897 -0.232  0.0549
O: 1.830 0.693 -2.167  0.0552
Cl: -0.928 -0.397 -2.537  0.6258
H: 1.477 -0.120 -2.673  0.1180
H: -0.964 -1.490 1.076  0.0330
H: -0.228 -0.330 2.221  0.0574
H: 1.184 -1.533 -0.168  0.0632
H: 1.629 0.009 0.654  0.0354
H: -1.790 0.444 0.054  0.0455
H: -1.824 1.941 -0.562  0.0939
H: 0.950 1.609 0.618  0.1299

---

It is found that the electronic energy values, taken in the order of the records, are -3028.74619; -2861.14697; -1077.48601; -1680.61133; -1997.96229; -1997.97922; -6453.43706; -7805.24084; -881.08565; -671.96511; -1068.18196; -822.54274 Eh.
It is found that the energy above the lowest of the compared OMol25 structures with the same formula, charge and spin values, taken in the order of the records, are 95.4; 51.5; 74.4; 41.4; 15.1; 4.5; 14.8; 40.3; 79.4; 107.7; 41.4; 59.4 kcal per mole.